Record 1
This record from OMol25 describes one molecule with the formula C3H7N3O at a distorted geometry. The level of theory is ωB97M-V/def2-TZVPD.

ΔE to the lowest compared entry with this formula, charge and spin, kcal per mole: 67.6
Strongest force on any atom, eV/A: 3.45
SMILES: CC(=O)/C(N)=N\N

```
! RIJCOSX wB97M-V def2-TZVPD def2/J DEFGRID3
* xyz 0 1
H 1.46 -1.76 -0.77
N -1.92 0.99 -0.18
N 1.14 0.29 1.49
H -0.16 -1.94 -0.04
N -0.33 0.69 1.55
H -2.47 1.54 0.47
C 0.42 -1.41 -0.81
H -1.84 1.39 -1.11
C -0.75 0.56 0.34
H 1.77 0.96 1.06
H 1.40 -0.64 1.81
H 0.00 -1.64 -1.79
O 0.86 0.88 -1.43
C 0.42 0.08 -0.59
*
```



Record 2
This record from OMol25 describes one molecule with the formula C4H7NS at a distorted geometry. The level of theory is ωB97M-V/def2-TZVPD.

ΔE to the lowest compared entry with this formula, charge and spin, kcal per mole: 43.3
Strongest force on any atom, eV/A: 1.43
SMILES: C=C/C(C)=N\S

```
! RIJCOSX wB97M-V def2-TZVPD def2/J DEFGRID3
* xyz 0 1
H 2.24 0.50 1.03
H -1.07 -1.91 -1.11
H -0.74 0.96 1.35
H -0.32 2.87 -0.12
C -1.10 -1.51 -0.12
C -0.08 1.85 -0.42
C -0.25 0.82 0.39
S 2.69 -0.25 -0.02
H -2.02 -0.98 0.12
H -1.05 -2.35 0.58
N 1.21 -1.13 -0.31
H 0.39 1.77 -1.40
C 0.10 -0.63 0.04
*
```



Record 3
This record from OMol25 describes C24H37O2SiSn as an isolated structure at a distorted geometry. The level of theory is ωB97M-V/def2-TZVPD.

ΔE to the lowest compared entry with this formula, charge and spin, kcal per mole: 53.9
Strongest force on any atom, eV/A: 3.51

```
! RIJCOSX wB97M-V def2-TZVPD def2/J DEFGRID3
* xyz 1 1
H 0.70 -3.03 -2.85
H 1.58 0.92 -2.51
H -2.06 1.20 7.53
C 2.55 -0.91 -3.38
C 1.76 -0.15 -2.26
H 0.24 -1.41 -1.19
H 2.39 1.13 6.65
C 1.15 0.56 -5.99
C -3.43 0.88 0.11
C 1.47 1.34 7.22
C 0.80 -0.68 3.78
H -2.26 0.05 -5.77
C 1.67 -1.93 0.52
H 3.12 -0.21 -4.02
C -3.30 1.99 1.01
H -2.22 0.99 5.77
C -1.21 -0.18 -6.03
C -1.55 1.32 6.57
C -2.22 1.70 1.89
C 0.59 -2.76 2.37
H -0.50 -0.50 -2.52
H -0.92 -1.20 -5.72
H -2.26 -1.04 0.00
C 0.56 -2.03 -3.31
H -1.47 2.91 -3.88
H -0.40 -2.02 -3.87
H 1.95 1.05 -5.40
H 1.63 1.08 8.28
H -0.01 -3.34 3.08
H 0.29 2.81 -6.29
C 0.40 -0.07 4.74
H 2.02 -1.90 -0.51
H 0.56 -2.03 7.02
C 1.48 -1.59 2.85
H 2.40 -1.95 3.34
H -1.35 2.39 6.43
H 1.19 0.88 -7.06
C 0.77 -2.95 1.03
C -0.25 0.85 -5.48
C -0.53 2.48 -4.25
H 1.34 -0.52 -6.06
C -1.64 0.48 1.51
O 1.74 -1.80 -4.19
H -3.96 2.82 1.08
H 0.37 2.99 -3.89
H 3.29 -1.60 -2.91
H -1.49 2.51 -6.24
H 2.36 -0.03 1.39
H -4.22 0.78 -0.63
H 0.22 -1.12 8.51
C 1.93 -1.02 1.51
Sn -1.24 1.44 -1.77
H 1.26 2.42 7.16
H -1.12 -1.66 7.47
H -0.85 -0.03 2.07
C -0.53 2.32 -5.76
Si 0.04 0.35 6.49
C -0.09 -1.27 7.47
O -0.42 1.05 -3.96
H 0.34 -3.74 0.40
H 2.33 -0.14 -1.31
H -1.94 2.29 2.75
H -1.15 -0.17 -7.14
C 0.45 -0.98 -2.18
C -2.35 -0.04 0.37
*
```



Record 4
This record from OMol25 describes C25H30F3O7Os as an isolated structure at a distorted geometry. The level of theory is ωB97M-V/def2-TZVPD.

Expectation value of S²: 6.035
ΔE to the lowest compared entry with this formula, charge and spin, kcal per mole: 0.0
Strongest force on any atom, eV/A: 4.49

```
! RIJCOSX wB97M-V def2-TZVPD def2/J DEFGRID3
* xyz -1 5
C 0.50 -0.47 -2.39
H -2.27 6.63 -0.98
H 0.64 3.36 -2.41
C -3.92 3.93 -3.53
H 2.60 -1.28 -1.01
O -1.91 4.80 -0.05
C 2.36 -4.08 0.06
H -3.86 3.14 -4.29
C 0.13 2.45 -2.08
H -3.99 4.92 -3.98
C -1.25 1.99 -0.08
O -3.05 1.75 -2.37
H -0.40 -4.28 -0.81
H -1.80 1.09 -0.36
H 1.94 2.22 -0.85
C 0.33 0.78 1.57
C -0.77 -3.71 0.03
C -1.10 4.37 -1.04
H 0.18 -4.31 4.09
F 4.62 -3.53 -0.64
H 0.70 -1.53 -2.21
H -1.92 -3.37 3.17
H -0.56 -1.73 4.66
Os 0.38 -2.32 2.00
H 2.50 -4.22 2.76
F 3.20 -4.09 -2.22
H 3.11 0.30 -0.37
C 1.93 -3.36 3.09
C -2.40 2.78 -2.20
C 0.19 1.68 0.31
O 1.97 -5.06 0.71
H 3.21 -1.60 2.47
O -0.28 -0.51 1.65
H -0.24 1.34 2.35
H -4.79 3.74 -2.88
H -0.33 -5.07 1.79
H -2.70 6.47 0.77
O 1.92 -2.87 0.12
C 0.32 -2.06 4.12
H -1.76 -1.98 -0.96
H 1.42 -0.13 3.82
C -1.15 2.87 -1.34
O -0.39 5.15 -1.67
C -1.96 6.24 0.00
C 1.48 0.39 -1.71
H -1.80 2.52 0.72
H -2.62 -1.34 1.51
H -0.97 6.64 0.26
C -1.97 -2.18 1.26
C 1.35 -1.20 3.66
C -1.53 -3.19 2.17
C 2.32 -1.98 2.97
C 1.02 1.64 -1.09
F 4.01 -5.63 -0.88
C -0.70 -4.11 1.42
C 0.70 -3.41 3.81
H 0.46 -0.34 -3.49
C 3.57 -4.35 -0.93
H 0.51 2.65 0.72
O -2.73 3.96 -2.75
C -1.52 -2.52 -0.05
H -0.51 -0.21 -2.02
H 1.40 0.75 1.89
C 2.75 -0.22 -1.27
H -0.11 1.86 -2.98
H 3.54 -0.17 -2.03
*
```



Record 5
This record from OMol25 describes a 2-piece molecular cluster, C4H3NO2 overall at a distorted geometry. The level of theory is ωB97M-V/def2-TZVPD.

Expectation value of S²: 2.014
ΔE to the lowest compared entry with this formula, charge and spin, kcal per mole: 57.5
Strongest force on any atom, eV/A: 4.53

```
! RIJCOSX wB97M-V def2-TZVPD def2/J DEFGRID3
* xyz 0 3
C -1.38 0.89 0.04
H 2.22 2.52 0.89
C -1.42 -0.36 -0.37
H -0.55 -0.76 -0.81
O -1.48 1.97 0.42
C -2.59 -1.23 -0.02
O -3.46 -0.97 0.76
N 1.76 1.75 0.65
C 1.51 0.63 0.48
H -2.62 -2.18 -0.69
*
```



Record 6
This record from OMol25 describes C27H34AsClN6NaO9 as an isolated structure. The level of theory is ωB97M-V/def2-TZVPD.

ΔE to the lowest compared entry with this formula, charge and spin, kcal per mole: 0.0
Strongest force on any atom, eV/A: 0.15

```
! RIJCOSX wB97M-V def2-TZVPD def2/J DEFGRID3
* xyz -1 1
C -1.43 -3.69 -3.21
C 1.61 4.02 3.18
C -1.67 1.85 -3.10
C -0.50 1.76 -4.07
H -0.32 0.72 -4.37
H -1.72 -4.56 -3.77
O 1.71 4.14 4.39
C 4.39 1.91 1.91
C 3.02 -0.71 4.18
C 0.92 2.82 2.61
N 0.08 1.17 1.32
C 0.66 2.37 1.29
H -3.69 -1.20 2.87
H -2.35 -0.83 -4.82
H -5.14 -0.40 -0.70
C -0.58 -3.63 -2.09
H 2.83 1.11 -3.60
H 4.86 3.11 0.24
C -3.29 1.33 0.96
H -2.59 1.49 -3.57
H -0.72 1.50 -1.43
H 0.14 -5.64 -1.99
H -0.42 -0.04 2.89
N 2.24 -1.12 1.95
C 2.95 -0.05 1.53
N -1.22 -1.64 -2.50
Cl -1.00 -3.20 2.97
C 0.96 3.04 -0.03
C -4.14 -0.70 -0.99
Na 0.22 -1.37 0.45
H -3.77 -0.06 -1.79
H 4.90 2.54 2.63
H 4.25 1.02 4.47
O -1.46 1.07 -1.94
O 0.48 2.53 -1.07
As -2.91 -0.55 0.54
H -5.10 -0.89 1.82
O -0.73 -3.32 1.55
H 1.12 -4.46 -1.10
O 1.68 4.06 0.00
C 0.10 -4.75 -1.37
H -0.70 2.34 -4.98
H -2.82 1.96 0.21
C -1.82 -2.38 -3.44
H -4.18 -2.42 1.70
O -1.02 -1.78 3.31
C 2.29 -1.44 3.23
H 1.96 4.59 1.37
H 1.54 -0.79 -2.62
C 2.93 0.29 0.11
H -2.87 -2.45 -5.29
H -1.83 2.90 -2.82
C 3.71 0.40 3.76
H -0.42 -4.99 -0.44
C 2.89 0.91 -2.54
H -2.87 1.58 1.94
H 0.44 1.73 4.50
H -4.37 1.51 0.98
H 3.01 -1.01 5.21
H 0.40 2.15 -3.59
C 0.44 1.82 3.42
C 3.70 0.75 2.41
O 2.11 4.89 2.34
C 2.17 -0.16 -1.99
N 2.18 -0.47 -0.72
H -4.15 -1.74 -1.33
C 3.62 1.70 -1.70
H -3.73 -1.59 -4.01
C 4.37 2.22 0.61
H 4.15 2.57 -2.07
N -0.05 0.87 2.62
C -2.74 -1.78 -4.45
H -1.31 -0.63 -2.32
H 1.72 -2.31 3.53
N -0.46 -2.38 -1.66
O 0.05 -3.85 3.71
O -2.27 -3.79 3.28
C 3.66 1.40 -0.33
C -4.11 -1.35 1.87
*
```



Record 7
This record from OMol25 describes one molecule with the formula C3H5N3OS at a distorted geometry. The level of theory is ωB97M-V/def2-TZVPD.

ΔE to the lowest compared entry with this formula, charge and spin, kcal per mole: 120.8
Strongest force on any atom, eV/A: 2.69
SMILES: COn1[nH]cnc1=S

```
! RIJCOSX wB97M-V def2-TZVPD def2/J DEFGRID3
* xyz 0 1
C -1.81 -2.13 -0.07
N -2.82 -1.27 -0.07
H -0.19 1.81 -0.55
O 0.49 0.28 0.62
H 1.39 1.25 -0.84
H -1.97 -3.18 -0.12
S -2.96 1.47 -0.04
H 1.28 2.12 0.58
H 0.14 -2.31 0.30
C -2.43 -0.03 0.11
N -0.59 -1.67 0.06
C 0.75 1.52 -0.08
N -0.62 -0.29 0.07
*
```



Record 8
This record from OMol25 describes one molecule with the formula C4H4N2O2 at a distorted geometry. The level of theory is ωB97M-V/def2-TZVPD.

ΔE to the lowest compared entry with this formula, charge and spin, kcal per mole: 39.9
Strongest force on any atom, eV/A: 3.32
SMILES: N#C/C(N)=C\C(=O)O

```
! RIJCOSX wB97M-V def2-TZVPD def2/J DEFGRID3
* xyz 0 1
C -1.23 0.62 -0.90
O 1.75 -2.40 0.17
H 1.19 -0.18 1.33
H 0.60 1.79 1.58
C 0.55 -0.39 0.51
N -1.95 0.57 -1.80
C -0.24 0.65 0.16
O 0.20 -1.93 -1.33
N -0.19 1.89 0.81
C 0.84 -1.66 -0.18
H -0.34 -1.15 -1.62
H -1.17 2.18 1.27
*
```